C46H122N6O14 | ωB97M-V with the def2-TZVPD basis set

strongest force on any atom	2.27	eV/A
HOMO-LUMO gap	9.085	eV
SMILES	COC[C@H](C)N.COC[C@H](C)N.COC[C@H](C)N.COC[C@H](C)N.COCCNCCOC.COCCNCCOC.CC(C)O.CC(C)O.CC(C)O.CC(C)O.CC(C)O.CC(C)O
highest occupied orbital energy	-8.4	eV
energy above the lowest of the compared OMol25 structures with the same formula, charge and spin	147.8	kJ/mol

Bonds (Å) are listed after each position.
CARTESIAN COORDINATES (ANGSTROEM)
1 C -6.321 -0.773 -0.823  O2 1.430, H10 1.089, H11 1.093, H12 1.092
2 O -6.047 0.625 -0.695  C1 1.430, C3 1.453
3 C -4.626 0.808 -0.451  O2 1.453, C4 1.527, H13 1.093, H14 1.093
4 C -4.440 2.317 -0.306  C3 1.527, N5 1.453, H15 1.093, H16 1.091
5 N -3.037 2.526 0.011  C4 1.453, C6 1.484, H17 1.021
6 C -2.705 3.966 -0.119  N5 1.484, C7 1.539, H18 1.093, H19 1.089
7 C -1.200 4.130 0.158  C6 1.539, O8 1.403, H20 1.096, H21 1.095
8 O -0.883 5.491 0.023  C7 1.403, C9 1.440
9 C 0.502 5.791 0.280  O8 1.440, H22 1.091, H23 1.092, H24 1.089
10 H -7.399 -0.899 -0.729  C1 1.089
11 H -5.823 -1.332 -0.026  C1 1.093
12 H -5.982 -1.190 -1.775  C1 1.092
13 H -4.114 0.354 -1.303  C3 1.093
14 H -4.328 0.248 0.438  C3 1.093
15 H -5.105 2.689 0.478  C4 1.093
16 H -4.735 2.805 -1.236  C4 1.091
17 H -3.019 2.268 0.998  N5 1.021
18 H -3.229 4.614 0.588  C6 1.093
19 H -2.872 4.281 -1.148  C6 1.089
20 H -0.596 3.598 -0.585  C7 1.096
21 H -0.817 3.736 1.106  C7 1.095
22 H 1.102 4.888 0.409  C9 1.091
23 H 0.554 6.330 1.229  C9 1.092
24 H 0.982 6.429 -0.461  C9 1.089
25 C 7.044 -0.023 -3.917  O26 1.403, H34 1.090, H35 1.096, H36 1.091
26 O 7.263 0.237 -2.556  C25 1.403, C27 1.429
27 C 8.435 -0.377 -2.017  O26 1.429, C28 1.499, H37 1.094, H38 1.092
28 C 8.556 -0.044 -0.561  C27 1.499, N29 1.442, H39 1.096, H40 1.093
29 N 7.660 -0.813 0.267  C28 1.442, C30 1.445, H41 1.012
30 C 7.647 -0.357 1.638  N29 1.445, C31 1.529, H42 1.096, H43 1.092
31 C 6.887 -1.288 2.582  C30 1.529, O32 1.427, H44 1.095, H45 1.092
32 O 5.502 -1.239 2.243  C31 1.427, C33 1.428
33 C 4.723 -2.067 3.107  O32 1.428, H46 1.091, H47 1.091, H48 1.090
34 H 6.658 -1.017 -4.139  C25 1.090
35 H 7.966 0.200 -4.465  C25 1.096
36 H 6.402 0.752 -4.341  C25 1.091
37 H 9.266 0.094 -2.550  C27 1.094
38 H 8.473 -1.451 -2.208  C27 1.092
39 H 8.447 1.033 -0.391  C28 1.096
40 H 9.553 -0.366 -0.253  C28 1.093
41 H 6.696 -0.823 -0.040  N29 1.012
42 H 7.191 0.640 1.658  C30 1.096
43 H 8.671 -0.231 1.996  C30 1.092
44 H 7.050 -0.881 3.585  C31 1.095
45 H 7.333 -2.285 2.605  C31 1.092
46 H 4.806 -1.657 4.115  C33 1.091
47 H 5.065 -3.093 2.960  C33 1.091
48 H 3.677 -1.993 2.809  C33 1.090
49 C -2.081 2.680 -7.641  C50 1.514, H55 1.091, H56 1.093, H57 1.090
50 C -0.978 3.066 -6.678  C49 1.514, C51 1.554, N54 1.478, H58 1.092
51 C -0.600 1.831 -5.813  C50 1.554, O52 1.416, H59 1.094, H60 1.094
52 O 0.258 2.161 -4.736  C51 1.416, C53 1.400
53 C 0.274 1.258 -3.666  O52 1.400, H61 1.092, H62 1.092, H63 1.091
54 N 0.175 3.587 -7.441  C50 1.478, H64 1.013, H65 1.013
55 H -1.717 2.178 -8.538  C49 1.091
56 H -2.543 3.585 -8.045  C49 1.093
57 H -2.887 2.127 -7.161  C49 1.090
58 H -1.290 3.885 -6.025  C50 1.092
59 H -0.146 1.057 -6.439  C51 1.094
60 H -1.523 1.385 -5.431  C51 1.094
61 H 0.403 0.221 -3.984  C53 1.092
62 H -0.605 1.438 -3.044  C53 1.092
63 H 1.128 1.530 -3.045  C53 1.091
64 H 0.779 4.112 -6.819  N54 1.013
65 H -0.104 4.294 -8.111  N54 1.013
66 C 4.454 -1.531 -1.663  C67 1.520, H72 1.093, H73 1.091, H74 1.090
67 C 3.230 -1.434 -0.767  C66 1.520, C68 1.554, N71 1.447, H75 1.094
68 C 2.741 -2.815 -0.249  C67 1.554, O69 1.403, H76 1.095, H77 1.097
69 O 2.298 -3.571 -1.345  C68 1.403, C70 1.408
70 C 1.873 -4.859 -0.968  O69 1.408, H78 1.092, H79 1.093, H80 1.092
71 N 3.377 -0.504 0.332  C67 1.447, H81 1.015, H82 1.018
72 H 5.342 -1.873 -1.126  C66 1.093
73 H 4.781 -0.541 -1.983  C66 1.091
74 H 4.351 -2.152 -2.553  C66 1.090
75 H 2.395 -1.132 -1.406  C67 1.094
76 H 1.954 -2.694 0.503  C68 1.095
77 H 3.528 -3.355 0.291  C68 1.097
78 H 0.868 -4.891 -0.543  C70 1.092
79 H 2.623 -5.371 -0.360  C70 1.093
80 H 1.801 -5.504 -1.846  C70 1.092
81 H 3.976 -0.793 1.097  N71 1.015
82 H 3.783 0.386 0.049  N71 1.018
83 C -4.516 3.330 3.315  C84 1.523, H89 1.092, H90 1.092, H91 1.088
84 C -3.521 2.402 4.001  C83 1.523, C85 1.520, N88 1.459, H92 1.091
85 C -4.062 1.681 5.225  C84 1.520, O86 1.432, H93 1.096, H94 1.092
86 O -4.240 2.520 6.373  C85 1.432, C87 1.426
87 C -3.033 3.009 6.953  O86 1.426, H95 1.093, H96 1.089, H97 1.091
88 N -3.123 1.478 2.944  C84 1.459, H98 1.017, H99 1.018
89 H -4.948 4.153 3.887  C83 1.092
90 H -5.358 2.718 2.986  C83 1.092
91 H -4.066 3.779 2.432  C83 1.088
92 H -2.643 2.955 4.340  C84 1.091
93 H -3.410 0.852 5.523  C85 1.096
94 H -5.022 1.169 5.131  C85 1.092
95 H -2.376 2.203 7.290  C87 1.093
96 H -3.340 3.618 7.801  C87 1.089
97 H -2.468 3.634 6.259  C87 1.091
98 H -2.292 0.985 3.259  N88 1.017
99 H -3.784 0.704 2.935  N88 1.018
100 C 3.365 3.309 -0.783  C101 1.508, H106 1.092, H107 1.089, H108 1.094
101 C 4.176 2.368 -1.638  C100 1.508, C102 1.530, N105 1.472, H109 1.091
102 C 4.959 3.165 -2.684  C101 1.530, O103 1.417, H110 1.097, H111 1.095
103 O 4.128 3.850 -3.606  C102 1.417, C104 1.419
104 C 4.906 4.592 -4.532  O103 1.419, H112 1.092, H113 1.094, H114 1.088
105 N 5.142 1.723 -0.735  C101 1.472, H115 1.015, H116 1.018
106 H 3.917 4.193 -0.457  C100 1.092
107 H 2.851 2.791 0.026  C100 1.089
108 H 2.617 3.795 -1.415  C100 1.094
109 H 3.573 1.636 -2.177  C101 1.091
110 H 5.565 2.385 -3.161  C102 1.097
111 H 5.721 3.786 -2.201  C102 1.095
112 H 5.699 4.003 -4.998  C104 1.092
113 H 5.413 5.391 -3.983  C104 1.094
114 H 4.239 5.041 -5.265  C104 1.088
115 H 5.577 2.473 -0.207  N105 1.015
116 H 5.931 1.392 -1.287  N105 1.018
117 C -6.702 -2.848 3.018  C118 1.498, H121 1.089, H122 1.090, H123 1.095
118 C -5.632 -1.885 3.432  C117 1.498, C119 1.522, O120 1.436, H124 1.093
119 C -4.250 -2.351 2.997  C118 1.522, H125 1.092, H126 1.092, H127 1.092
120 O -5.926 -0.617 2.827  C118 1.436, H128 0.961
121 H -6.741 -2.948 1.935  C117 1.089
122 H -7.609 -2.665 3.595  C117 1.090
123 H -6.389 -3.845 3.343  C117 1.095
124 H -5.590 -1.757 4.517  C118 1.093
125 H -4.102 -2.410 1.917  C119 1.092
126 H -4.042 -3.359 3.362  C119 1.092
127 H -3.447 -1.741 3.415  C119 1.092
128 H -6.819 -0.357 3.071  O120 0.961
129 C 0.194 0.946 -0.163  C130 1.502, H133 1.090, H134 1.091, H135 1.093
130 C -0.176 0.069 0.999  C129 1.502, C131 1.560, O132 1.395, H136 1.093
131 C -0.943 -1.221 0.571  C130 1.560, H137 1.090, H138 1.090, H139 1.094
132 O 0.938 -0.208 1.792  C130 1.395, H140 0.974
133 H 0.844 1.763 0.151  C129 1.090
134 H -0.704 1.340 -0.642  C129 1.091
135 H 0.729 0.418 -0.956  C129 1.093
136 H -0.941 0.545 1.617  C130 1.093
137 H -1.745 -0.951 -0.115  C131 1.090
138 H -1.227 -1.746 1.482  C131 1.090
139 H -0.253 -1.872 0.025  C131 1.094
140 H 1.650 -0.502 1.195  O132 0.974
141 C -0.672 -3.864 3.491  C142 1.545, H145 1.091, H146 1.089, H147 1.089
142 C 0.270 -4.660 2.560  C141 1.545, C143 1.518, O144 1.440, H148 1.090
143 C 1.717 -4.732 3.013  C142 1.518, H149 1.092, H150 1.092, H151 1.089
144 O -0.240 -6.007 2.517  C142 1.440, H152 0.961
145 H -0.341 -2.824 3.462  C141 1.091
146 H -0.629 -4.333 4.473  C141 1.089
147 H -1.653 -3.856 3.017  C141 1.089
148 H 0.209 -4.302 1.533  C142 1.090
149 H 1.770 -5.219 3.989  C143 1.092
150 H 2.106 -3.722 3.158  C143 1.092
151 H 2.324 -5.303 2.312  C143 1.089
152 H -0.263 -6.374 3.405  O144 0.961
153 C 1.145 -0.856 5.238  C154 1.509, H157 1.092, H158 1.090, H159 1.090
154 C 0.103 0.214 5.020  C153 1.509, C155 1.545, O156 1.432, H160 1.091
155 C 0.727 1.577 4.649  C154 1.545, H161 1.091, H162 1.091, H163 1.090
156 O -0.861 -0.158 4.029  C154 1.432, H164 0.966
157 H 0.600 -1.688 5.690  C153 1.092
158 H 1.905 -0.578 5.968  C153 1.090
159 H 1.624 -1.136 4.299  C153 1.090
160 H -0.409 0.357 5.973  C154 1.091
161 H 1.412 1.889 5.439  C155 1.091
162 H -0.128 2.250 4.580  C155 1.091
163 H 1.280 1.533 3.711  C155 1.090
164 H -0.343 -0.383 3.245  O156 0.966
165 C -3.594 -3.469 -0.793  C166 1.538, H169 1.090, H170 1.093, H171 1.093
166 C -4.852 -4.195 -1.297  C165 1.538, C167 1.482, O168 1.436, H172 1.094
167 C -5.794 -4.453 -0.183  C166 1.482, H173 1.090, H174 1.091, H175 1.093
168 O -5.460 -3.443 -2.358  C166 1.436, H176 0.964
169 H -2.790 -3.366 -1.521  C165 1.090
170 H -3.173 -3.971 0.081  C165 1.093
171 H -3.873 -2.484 -0.411  C165 1.093
172 H -4.542 -5.145 -1.744  C166 1.094
173 H -5.394 -5.012 0.664  C167 1.090
174 H -6.664 -5.032 -0.496  C167 1.091
175 H -6.132 -3.493 0.214  C167 1.093
176 H -4.759 -3.295 -3.004  O168 0.964
177 C -4.364 -0.629 -4.854  C178 1.549, H181 1.093, H182 1.090, H183 1.091
178 C -3.040 -1.395 -4.610  C177 1.549, C179 1.470, O180 1.417, H184 1.094
179 C -2.387 -0.926 -3.379  C178 1.470, H185 1.087, H186 1.092, H187 1.092
180 O -3.344 -2.763 -4.407  C178 1.417, H188 0.962
181 H -4.084 0.392 -5.126  C177 1.093
182 H -5.015 -0.599 -3.981  C177 1.090
183 H -4.946 -1.008 -5.696  C177 1.091
184 H -2.464 -1.299 -5.534  C178 1.094
185 H -2.052 0.108 -3.409  C179 1.087
186 H -1.519 -1.535 -3.119  C179 1.092
187 H -3.099 -1.030 -2.558  C179 1.092
188 H -3.752 -3.082 -5.218  O180 0.962

Atom charges from the Mulliken analysis, given in e for atoms 1 to 99: atom 1 (C): 0.155, atom 2 (O): -0.620, atom 3 (C): 1.978, atom 4 (C): -1.021, atom 5 (N): 0.894, atom 6 (C): -0.892, atom 7 (C): 0.280, atom 8 (O): -0.492, atom 9 (C): -0.498, atom 10 (H): 0.426, atom 11 (H): -0.450, atom 12 (H): 0.050, atom 13 (H): -0.804, atom 14 (H): -0.482, atom 15 (H): 0.178, atom 16 (H): 0.509, atom 17 (H): -0.648, atom 18 (H): 0.241, atom 19 (H): 0.433, atom 20 (H): -0.012, atom 21 (H): 0.298, atom 22 (H): 0.066, atom 23 (H): 0.304, atom 24 (H): 0.284, atom 25 (C): -0.962, atom 26 (O): -0.090, atom 27 (C): -0.869, atom 28 (C): -0.676, atom 29 (N): -0.314, atom 30 (C): -0.556, atom 31 (C): -0.897, atom 32 (O): -0.232, atom 33 (C): -0.531, atom 34 (H): 0.275, atom 35 (H): 0.403, atom 36 (H): 0.230, atom 37 (H): 0.480, atom 38 (H): 0.405, atom 39 (H): 0.296, atom 40 (H): 0.495, atom 41 (H): 0.104, atom 42 (H): 0.248, atom 43 (H): 0.507, atom 44 (H): 0.377, atom 45 (H): 0.403, atom 46 (H): 0.472, atom 47 (H): 0.363, atom 48 (H): -0.324, atom 49 (C): -1.413, atom 50 (C): 0.600, atom 51 (C): -0.161, atom 52 (O): -0.356, atom 53 (C): 0.227, atom 54 (N): -0.779, atom 55 (H): 0.396, atom 56 (H): 0.399, atom 57 (H): 0.279, atom 58 (H): 0.221, atom 59 (H): 0.274, atom 60 (H): -0.218, atom 61 (H): 0.393, atom 62 (H): -0.091, atom 63 (H): -0.209, atom 64 (H): 0.233, atom 65 (H): 0.253, atom 66 (C): -1.927, atom 67 (C): 1.533, atom 68 (C): -0.512, atom 69 (O): -0.447, atom 70 (C): -0.675, atom 71 (N): 0.929, atom 72 (H): 0.311, atom 73 (H): 0.370, atom 74 (H): 0.523, atom 75 (H): -0.364, atom 76 (H): -0.148, atom 77 (H): 0.605, atom 78 (H): 0.188, atom 79 (H): 0.310, atom 80 (H): 0.345, atom 81 (H): -0.166, atom 82 (H): -0.353, atom 83 (C): -1.261, atom 84 (C): 0.819, atom 85 (C): -0.473, atom 86 (O): -0.463, atom 87 (C): -0.627, atom 88 (N): 0.659, atom 89 (H): 0.450, atom 90 (H): 0.206, atom 91 (H): -0.032, atom 92 (H): 0.258, atom 93 (H): 0.398, atom 94 (H): 0.089, atom 95 (H): 0.253, atom 96 (H): 0.291, atom 97 (H): 0.273, atom 98 (H): -0.562, atom 99 (H): -0.333